1.
12 unconnected molecules or ions with the total composition C46H72O34S at a distorted geometry. Source: the OMol25 dataset; level of theory: ωB97M-V/def2-TZVPD.

Calculated values
**E_HOMO**: -9.811 eV
**Energy above the lowest of the compared OMol25 structures with the same formula, charge and spin**: 0.0 kcal/mol
**LUMO level**: -0.344 eV
**Molar mass**: 1201.115 g/mol
**Maximum force**: 0.097 hartree/bohr
**Kohn-Sham gap**: 9.467 eV

Atoms and positions in Å:
1 C 2.423 4.412 -3.827
2 C 2.780 3.491 -2.651
3 C 1.535 3.073 -1.798
4 O 1.761 1.715 -1.494
5 C 2.699 1.250 -2.371
6 O 2.964 0.076 -2.530
7 O 3.178 2.242 -3.129
8 H 3.292 4.568 -4.466
9 H 2.116 5.373 -3.414
10 H 1.600 3.983 -4.399
11 H 3.605 3.766 -1.994
12 H 0.569 3.049 -2.302
13 H 1.437 3.645 -0.875
14 C -4.091 2.644 -3.264
15 C -4.481 1.172 -3.173
16 C -4.601 0.363 -4.477
17 O -3.834 -0.816 -4.305
18 C -3.180 -0.725 -3.144
19 O -2.345 -1.485 -2.679
20 O -3.469 0.468 -2.524
21 H -4.010 3.081 -2.268
22 H -4.826 3.101 -3.927
23 H -3.081 2.658 -3.671
24 H -5.429 1.082 -2.643
25 H -4.205 1.033 -5.241
26 H -5.653 0.206 -4.713
27 C -0.041 -0.106 -4.529
28 C -0.749 0.484 -5.666
29 C -0.331 1.921 -6.018
30 O 0.089 1.777 -7.358
31 C -0.017 0.524 -7.776
32 O 0.317 0.144 -8.889
33 O -0.405 -0.255 -6.834
34 H -0.353 0.241 -3.544
35 H 1.042 -0.066 -4.647
36 H -0.278 -1.169 -4.502
37 H -1.823 0.496 -5.476
38 H 0.539 2.379 -5.548
39 H -1.229 2.538 -5.993
40 C 2.208 -3.753 -3.564
41 C 3.056 -3.567 -4.842
42 C 2.304 -3.077 -6.057
43 O 3.055 -1.901 -6.437
44 C 3.944 -1.577 -5.483
45 O 4.681 -0.572 -5.467
46 O 4.016 -2.515 -4.576
47 H 1.285 -4.324 -3.670
48 H 1.842 -2.737 -3.422
49 H 2.833 -4.041 -2.719
50 H 3.641 -4.477 -4.976
51 H 1.283 -2.782 -5.813
52 H 2.197 -3.830 -6.837
53 C 3.743 -1.219 4.019
54 C 4.232 -2.238 2.981
55 C 3.735 -1.998 1.595
56 O 4.886 -1.848 0.804
57 C 5.958 -2.033 1.527
58 O 7.095 -2.038 1.111
59 O 5.575 -2.196 2.787
60 H 2.661 -1.333 4.089
61 H 3.899 -0.142 3.965
62 H 4.209 -1.613 4.922
63 H 3.963 -3.252 3.280
64 H 3.118 -1.100 1.593
65 H 3.134 -2.876 1.358
66 C 0.794 -3.878 4.158
67 C -0.572 -4.207 3.537
68 C -0.566 -4.837 2.178
69 O -1.438 -5.952 2.288
70 C -1.787 -6.133 3.569
71 O -2.591 -6.960 4.021
72 O -1.090 -5.227 4.376
73 H 0.666 -3.683 5.223
74 H 1.247 -3.045 3.621
75 H 1.440 -4.756 4.138
76 H -1.141 -3.284 3.420
77 H 0.391 -5.306 1.950
78 H -0.877 -4.097 1.440
79 C 0.113 4.112 1.844
80 C -0.557 4.724 3.056
81 C 0.407 4.977 4.194
82 O 0.178 6.357 4.551
83 C -0.424 6.958 3.536
84 O -0.452 8.145 3.277
85 O -0.861 5.989 2.679
86 H 0.448 3.111 2.114
87 H 1.007 4.582 1.435
88 H -0.588 4.059 1.011
89 H -1.499 4.286 3.387
90 H 1.471 4.884 3.979
91 H 0.065 4.360 5.025
92 C -1.863 -0.467 4.192
93 C -0.349 -0.197 4.415
94 C 0.184 0.901 3.578
95 O 0.892 1.746 4.483
96 C 0.637 1.350 5.751
97 O 1.099 1.866 6.790
98 O -0.191 0.304 5.673
99 H -2.083 -0.836 3.190
100 H -2.523 0.349 4.487
101 H -2.227 -1.272 4.830
102 H 0.284 -1.079 4.317
103 H -0.624 1.498 3.156
104 H 0.926 0.513 2.879
105 C 6.786 3.533 2.279
106 C 5.256 3.687 2.203
107 C 4.782 4.051 0.765
108 O 3.555 3.340 0.717
109 C 3.503 2.396 1.588
110 O 2.574 1.548 1.570
111 O 4.603 2.458 2.455
112 H 7.066 3.412 3.325
113 H 7.284 4.405 1.856
114 H 7.133 2.740 1.617
115 H 4.792 4.422 2.861
116 H 5.510 3.621 0.076
117 H 4.650 5.109 0.539
118 C -5.504 0.101 3.425
119 C -4.710 0.260 2.174
120 C -5.540 0.450 0.898
121 O -4.959 1.569 0.331
122 C -4.007 2.090 1.124
123 O -3.136 2.902 0.850
124 O -3.946 1.447 2.265
125 H -4.836 0.287 4.267
126 H -5.943 -0.894 3.492
127 H -6.197 0.924 3.604
128 H -3.986 -0.530 1.976
129 H -6.498 0.738 1.329
130 H -5.477 -0.434 0.263
131 C -5.368 -5.166 -0.878
132 C -4.193 -4.667 -0.123
133 C -3.715 -3.261 -0.589
134 O -3.423 -2.599 0.588
135 C -3.912 -3.243 1.634
136 O -4.032 -2.886 2.800
137 O -4.496 -4.368 1.178
138 H -6.292 -4.609 -0.723
139 H -5.682 -6.154 -0.544
140 H -5.141 -5.216 -1.943
141 H -3.421 -5.422 -0.274
142 H -4.317 -2.732 -1.328
143 H -2.760 -3.396 -1.098
144 C 0.699 -1.846 -0.798
145 S -0.636 -1.650 0.521
146 O -0.051 -1.762 1.933
147 C -0.754 0.193 0.318
148 H 0.876 -2.901 -1.011
149 H 1.642 -1.412 -0.465
150 H 0.479 -1.288 -1.708
151 H -1.481 0.586 1.029
152 H -1.019 0.380 -0.722
153 H 0.225 0.640 0.495

2.
13 unconnected molecules or ions with the total composition C46H76Br30F13IN4OPS at a distorted geometry. Source: the OMol25 dataset; level of theory: ωB97M-V/def2-TZVPD.

Calculated values
**Charge**: +1
**E_HOMO**: -11.025 eV
**Energy above the lowest of the compared OMol25 structures with the same formula, charge and spin**: 124.3 kcal/mol
**LUMO level**: -5.430 eV
**Molar mass**: 3535.180 g/mol
**Maximum force**: 0.130 hartree/bohr
**Kohn-Sham gap**: 5.596 eV

Atoms and positions in Å:
1 N 9.065 -3.305 -2.010
2 C 7.790 -3.276 -2.005
3 N 7.092 -4.519 -1.700
4 N 7.030 -2.055 -2.246
5 C 5.681 -2.370 -2.825
6 C 5.039 -1.060 -3.420
7 C 3.515 -1.235 -3.813
8 C 2.639 -0.125 -3.078
9 C 1.178 -0.608 -2.932
10 C 0.824 -1.142 -1.570
11 I 2.349 -1.346 0.051
12 C -0.631 -1.578 -1.385
13 P -1.021 -2.175 0.341
14 O -0.598 -3.605 0.598
15 C -1.581 -1.522 -2.501
16 C -3.040 -2.004 -2.439
17 F -3.268 -2.964 -3.440
18 F -3.821 -0.859 -2.670
19 C -3.817 -2.648 -1.237
20 F -4.214 -1.698 -0.300
21 F -5.091 -2.801 -1.863
22 C -3.553 -4.093 -0.674
23 F -4.726 -4.853 -0.774
24 F -3.360 -4.155 0.702
25 C -2.477 -5.042 -1.338
26 F -2.108 -5.977 -0.405
27 F -1.371 -4.510 -1.883
28 F -3.112 -5.772 -2.328
29 N -1.162 -1.008 -3.744
30 S -2.283 -0.855 -5.090
31 C 0.160 -0.585 -3.983
32 C 0.522 -0.095 -5.430
33 F -0.187 1.037 -5.829
34 F 1.826 0.343 -5.589
35 C 0.465 -1.259 -6.542
36 F 1.497 -1.173 -7.434
37 F 0.434 -2.508 -5.907
38 H 9.421 -2.357 -2.214
39 H 7.533 -5.009 -0.923
40 H 7.058 -5.100 -2.539
41 H 6.843 -1.678 -1.306
42 H 5.074 -2.844 -2.009
43 H 5.844 -3.147 -3.618
44 H 5.193 -0.251 -2.650
45 H 5.670 -0.764 -4.302
46 H 3.355 -1.286 -4.914
47 H 3.193 -2.218 -3.352
48 H 3.176 0.100 -2.126
49 H 2.661 0.869 -3.613
50 H -0.277 -1.411 1.300
51 H -2.344 -1.966 0.795
52 H -2.373 -2.096 -5.685
53 H -0.490 -1.199 -7.132
54 Br 1.017 4.083 -1.150
55 C -0.103 3.375 0.275
56 C 0.582 2.261 1.018
57 Br 0.542 0.596 -0.022
58 H -1.039 3.067 -0.184
59 H -0.287 4.222 0.937
60 H 0.049 2.034 1.942
61 H 1.626 2.466 1.247
62 Br -2.315 -7.249 4.764
63 C -1.345 -7.240 3.071
64 C -0.707 -8.579 2.801
65 Br 0.905 -8.827 3.866
66 H -0.627 -6.424 3.118
67 H -2.096 -7.013 2.315
68 H -0.373 -8.645 1.766
69 H -1.365 -9.418 3.020
70 Br 5.514 -5.398 2.489
71 C 6.010 -3.521 2.631
72 C 5.097 -2.786 3.570
73 Br 3.362 -2.404 2.747
74 H 6.009 -3.116 1.620
75 H 7.027 -3.520 3.023
76 H 5.513 -1.811 3.822
77 H 4.892 -3.334 4.480
78 Br 2.857 -2.848 5.667
79 C 2.359 -4.691 6.059
80 C 1.582 -4.795 7.342
81 Br 2.747 -4.656 8.897
82 H 3.279 -5.273 6.066
83 H 1.744 -5.001 5.215
84 H 1.114 -5.775 7.425
85 H 0.821 -4.024 7.446
86 Br -6.157 -9.102 -6.360
87 C -5.465 -8.497 -4.644
88 C -4.193 -7.706 -4.814
89 Br -2.673 -8.873 -5.161
90 H -5.340 -9.381 -4.022
91 H -6.253 -7.871 -4.225
92 H -3.943 -7.182 -3.894
93 H -4.238 -6.992 -5.633
94 Br 0.080 6.819 2.134
95 C 1.388 7.519 0.869
96 C 0.831 8.691 0.104
97 Br -0.401 8.106 -1.288
98 H 1.686 6.691 0.230
99 H 2.237 7.827 1.478
100 H 1.627 9.218 -0.424
101 H 0.288 9.397 0.731
102 Br -2.671 11.896 -5.198
103 C -3.780 11.170 -3.771
104 C -3.074 10.057 -3.042
105 Br -3.096 8.405 -4.076
106 H -4.719 10.860 -4.225
107 H -3.966 12.009 -3.101
108 H -3.592 9.818 -2.113
109 H -2.032 10.280 -2.824
110 Br 9.080 -2.686 4.287
111 C 8.474 -0.890 4.748
112 C 8.243 -0.744 6.234
113 Br 6.568 -1.573 6.794
114 H 7.584 -0.694 4.154
115 H 9.277 -0.230 4.421
116 H 8.137 0.305 6.501
117 H 9.031 -1.191 6.835
118 Br -7.639 1.549 -5.140
119 C -7.991 -0.266 -4.524
120 C -6.778 -1.144 -4.692
121 Br -6.542 -1.681 -6.551
122 H -8.860 -0.624 -5.072
123 H -8.247 -0.164 -3.470
124 H -6.900 -2.076 -4.141
125 H -5.854 -0.662 -4.381
126 Br -3.067 10.788 1.286
127 C -2.348 11.467 2.966
128 C -1.108 12.291 2.736
129 Br 0.434 11.157 2.377
130 H -2.177 10.606 3.609
131 H -3.143 12.080 3.389
132 H -0.848 12.852 3.633
133 H -1.198 12.979 1.898
134 Br 6.914 -0.532 10.451
135 C 6.913 1.392 10.776
136 C 6.273 2.151 9.642
137 Br 7.470 2.297 8.114
138 H 7.946 1.682 10.956
139 H 6.338 1.520 11.692
140 H 6.069 3.180 9.939
141 H 5.354 1.692 9.283
142 Br 0.829 15.374 -9.543
143 C 0.419 13.519 -9.115
144 C -0.316 13.408 -7.804
145 Br 0.892 13.625 -6.292
146 H 1.361 12.975 -9.125
147 H -0.206 13.169 -9.936
148 H -0.742 12.411 -7.687
149 H -1.104 14.149 -7.690
150 Br -6.234 -3.765 8.798
151 C -5.258 -3.753 7.113
152 C -4.613 -5.088 6.842
153 Br -3.007 -5.332 7.917
154 H -4.543 -2.935 7.167
155 H -6.007 -3.528 6.353
156 H -4.274 -5.146 5.807
157 H -5.267 -5.931 7.052
158 Br -5.299 -10.706 0.966
159 C -5.834 -8.882 0.544
160 C -5.225 -7.896 1.507
161 Br -6.153 -7.908 3.219
162 H -6.922 -8.863 0.541
163 H -5.469 -8.705 -0.468
164 H -5.334 -6.877 1.133
165 H -4.175 -8.092 1.714
166 Br -3.146 2.120 -1.477
167 C -3.668 3.946 -1.941
168 C -3.057 4.952 -0.999
169 Br -3.990 4.983 0.710
170 H -4.755 3.968 -1.949
171 H -3.297 4.098 -2.954
172 H -3.160 5.961 -1.398
173 H -2.009 4.759 -0.783

3.
13 unconnected molecules or ions with the total composition C46H76Br30F13IN4OPS at a distorted geometry. Source: the OMol25 dataset; level of theory: ωB97M-V/def2-TZVPD.

Calculated values
**Charge**: +1
**E_HOMO**: -11.027 eV
**Energy above the lowest of the compared OMol25 structures with the same formula, charge and spin**: 269.6 kcal/mol
**LUMO level**: -5.699 eV
**Molar mass**: 3535.180 g/mol
**Maximum force**: 0.143 hartree/bohr
**Kohn-Sham gap**: 5.328 eV

Atoms and positions in Å:
1 N 0.542 7.476 -6.718
2 C 0.881 6.366 -6.073
3 N 2.304 6.236 -5.666
4 N -0.101 5.312 -5.724
5 C 0.582 3.960 -5.626
6 C -0.522 2.783 -5.633
7 C 0.084 1.331 -5.261
8 C -0.742 0.700 -4.013
9 C 0.161 -0.355 -3.243
10 C 0.827 0.195 -1.901
11 I 0.607 2.320 -1.230
12 C 1.700 -0.880 -1.078
13 P 2.404 -0.194 0.525
14 O 3.698 0.667 0.336
15 C 1.918 -2.343 -1.619
16 C 2.807 -3.407 -0.922
17 F 3.827 -3.888 -1.849
18 F 1.906 -4.492 -0.543
19 C 3.651 -3.275 0.396
20 F 2.824 -3.372 1.583
21 F 4.178 -4.654 0.460
22 C 4.967 -2.409 0.536
23 F 6.078 -3.270 0.921
24 F 4.989 -1.494 1.659
25 C 5.572 -1.616 -0.703
26 F 6.404 -0.566 -0.187
27 F 4.729 -1.086 -1.668
28 F 6.490 -2.499 -1.378
29 N 1.260 -2.762 -2.877
30 S 1.414 -4.416 -3.494
31 C 0.438 -1.842 -3.692
32 C -0.162 -2.400 -5.075
33 F -1.085 -3.504 -4.907
34 F -0.974 -1.490 -5.811
35 C 0.985 -2.725 -6.203
36 F 0.590 -2.331 -7.510
37 F 2.238 -2.111 -5.813
38 H -0.483 7.451 -6.921
39 H 2.667 7.120 -5.275
40 H 2.858 5.921 -6.477
41 H -0.398 5.541 -4.753
42 H 1.232 3.987 -4.684
43 H 1.287 3.883 -6.529
44 H -1.352 3.113 -4.901
45 H -1.006 2.795 -6.678
46 H 0.169 0.642 -6.164
47 H 1.149 1.537 -4.846
48 H -1.109 1.593 -3.406
49 H -1.737 0.197 -4.343
50 H 1.464 0.740 1.126
51 H 2.592 -1.106 1.599
52 H 2.632 -4.513 -4.169
53 H 1.205 -3.859 -6.244
54 Br -4.192 -0.622 -0.869
55 C -3.170 -0.712 0.788
56 C -2.270 0.489 0.944
57 Br -0.686 0.336 -0.195
58 H -2.628 -1.658 0.776
59 H -3.919 -0.737 1.582
60 H -1.883 0.549 1.964
61 H -2.755 1.432 0.689
62 Br 7.691 2.218 4.167
63 C 7.385 2.182 2.241
64 C 8.478 2.914 1.501
65 Br 8.250 4.846 1.629
66 H 6.392 2.599 2.067
67 H 7.381 1.124 1.974
68 H 8.434 2.694 0.433
69 H 9.477 2.686 1.873
70 Br 3.606 7.155 -1.200
71 C 1.666 7.176 -1.022
72 C 1.238 6.695 0.340
73 Br 1.362 4.749 0.484
74 H 1.265 6.576 -1.839
75 H 1.376 8.219 -1.163
76 H 0.187 6.926 0.516
77 H 1.836 7.107 1.148
78 Br 1.968 5.873 3.156
79 C 3.881 6.111 3.446
80 C 4.217 6.124 4.916
81 Br 3.754 7.831 5.735
82 H 4.169 7.027 2.929
83 H 4.350 5.258 2.953
84 H 5.293 6.020 5.063
85 H 3.701 5.349 5.482
86 Br 10.542 -6.246 -3.835
87 C 9.765 -4.946 -2.607
88 C 8.650 -4.171 -3.264
89 Br 9.349 -2.808 -4.469
90 H 10.581 -4.314 -2.256
91 H 9.384 -5.537 -1.773
92 H 8.073 -3.622 -2.519
93 H 7.976 -4.798 -3.849
94 Br -6.503 -0.432 2.844
95 C -7.555 -0.101 1.235
96 C -8.553 -1.207 0.999
97 Br -7.689 -2.794 0.266
98 H -6.850 0.027 0.414
99 H -8.067 0.846 1.420
100 H -9.287 -0.910 0.247
101 H -9.075 -1.520 1.905
102 Br -10.816 -7.466 -1.541
103 C -9.788 -7.550 0.113
104 C -8.891 -6.345 0.260
105 Br -7.315 -6.494 -0.879
106 H -9.245 -8.495 0.103
107 H -10.534 -7.573 0.909
108 H -8.501 -6.278 1.277
109 H -9.382 -5.407 0.002
110 Br 0.005 10.349 -0.915
111 C -1.537 9.627 0.037
112 C -1.596 10.135 1.459
113 Br -0.309 9.215 2.602
114 H -1.474 8.541 -0.031
115 H -2.405 9.972 -0.529
116 H -2.568 9.922 1.902
117 H -1.388 11.202 1.545
118 Br 0.617 -9.491 -0.634
119 C 2.470 -9.052 -0.217
120 C 2.966 -7.911 -1.071
121 Br 3.379 -8.509 -2.881
122 H 3.049 -9.967 -0.340
123 H 2.464 -8.769 0.837
124 H 3.906 -7.519 -0.680
125 H 2.248 -7.096 -1.161
126 Br -9.519 -4.395 4.171
127 C -10.325 -3.108 5.394
128 C -11.452 -2.356 4.730
129 Br -10.769 -0.984 3.525
130 H -9.523 -2.460 5.747
131 H -10.700 -3.704 6.228
132 H -12.043 -1.815 5.471
133 H -12.111 -2.995 4.143
134 Br -1.355 11.048 5.781
135 C -3.196 10.727 6.345
136 C -3.741 9.446 5.763
137 Br -4.229 9.669 3.890
138 H -3.772 11.608 6.062
139 H -3.149 10.663 7.433
140 H -4.667 9.160 6.264
141 H -3.036 8.616 5.811
142 Br -15.200 -7.394 -6.444
143 C -13.293 -7.113 -6.157
144 C -12.960 -7.079 -4.686
145 Br -13.464 -5.374 -3.886
146 H -13.024 -6.195 -6.681
147 H -12.805 -7.960 -6.642
148 H -11.882 -7.156 -4.534
149 H -13.460 -7.859 -4.112
150 Br 5.519 0.099 10.046
151 C 5.211 0.067 8.122
152 C 6.301 0.800 7.380
153 Br 6.072 2.732 7.514
154 H 4.218 0.483 7.951
155 H 5.207 -0.991 7.853
156 H 6.253 0.582 6.311
157 H 7.302 0.573 7.747
158 Br 11.855 -1.286 1.774
159 C 10.265 -2.401 1.935
160 C 9.145 -1.661 2.623
161 Br 9.435 -1.572 4.549
162 H 10.565 -3.311 2.455
163 H 9.988 -2.649 0.908
164 H 8.200 -2.194 2.503
165 H 9.026 -0.635 2.272
166 Br -1.125 -4.048 0.625
167 C -2.727 -5.151 0.772
168 C -3.849 -4.401 1.448
169 Br -3.578 -4.310 3.376
170 H -2.438 -6.062 1.297
171 H -2.996 -5.399 -0.256
172 H -4.796 -4.928 1.319
173 H -3.958 -3.376 1.093